Density functional theory data (ωB97M-V/def2-TZVPD) for a 2-piece molecular cluster, CBrClFO2S overall.

Computed properties:
* highest occupied orbital energy: -0.1157 Eh
* HOMO-LUMO gap: 0.1517 Eh
* energy relative to the best compared isomer or geometry (same formula, charge and spin): 133.2 kJ/mol
* E: -101249.1716 eV
* net charge: -1
* LUMO level: 1.0 eV

Cartesian coordinates (Å):
C -2.935848 0.054171 -0.526014
O 4.028194 -1.020644 -0.066551
O 2.763518 0.193127 1.690707
F -2.954645 1.484081 -0.445563
S 2.865681 -0.182925 0.260122
Cl -2.236014 -0.406909 1.056608
Br -1.530886 -0.120898 -1.969309

Cartesian forces (eV/Å) of the 2 atoms listed first:
C -1.414 1.073 -0.590
O -1.834 1.250 0.149



Density functional theory data (ωB97M-V/def2-TZVPD) for one molecule with the formula C5H9N.

Computed properties:
* highest occupied orbital energy: -0.3402 Eh
* HOMO-LUMO gap: 0.3815 Eh
* energy relative to the best compared isomer or geometry (same formula, charge and spin): 184.8 kJ/mol
* E: -6819.0798 eV
* net charge: 0
* LUMO level: 1.1 eV
* SMILES: C1C[C@@H]2N[C@@H]2C1

Cartesian coordinates (Å):
C -1.127742 0.158866 0.399927
C -0.687350 -1.073842 -0.186168
C 0.856972 -0.896535 -0.297640
N 1.469976 -0.216936 0.820636
C 1.089064 0.534351 -0.376178
C -0.152415 1.199669 -0.164339
H -2.236532 0.455954 0.245404
H -0.913140 0.106663 1.532200
H -0.945063 -1.137976 -1.249514
H -1.047366 -2.011269 0.277857
H 1.545384 -1.584012 -0.828457
H 0.808056 -0.064002 1.571744
H 1.782258 1.039883 -1.104692
H 0.123395 1.928449 0.505773
H -0.565502 1.560741 -1.146548

Cartesian forces (eV/Å) of the 2 atoms listed first:
C -1.785 2.675 2.796
C 1.533 -3.129 -2.231



Density functional theory data (ωB97M-V/def2-TZVPD) for one molecule with the formula C12H6Cl2N2OS3.

Computed properties:
* highest occupied orbital energy: -0.3042 Eh
* HOMO-LUMO gap: 0.2986 Eh
* E: -75119.2714 eV
* net charge: 0
* LUMO level: -0.2 eV
* SMILES: O=C(Nc1nc(-c2cc(Cl)sc2Cl)cs1)c1cccs1

Cartesian coordinates (Å):
O -1.370408 1.841943 -2.588845
C -0.341777 1.886589 -1.951298
N -0.005291 0.924082 -1.008245
C -0.717314 -0.204763 -0.602784
N -0.218780 -0.879757 0.421776
C -0.986388 -1.984492 0.743349
C -0.665133 -2.828345 1.936511
C -1.530978 -3.930577 2.454979
C -1.037852 -4.562488 3.553109
Cl -1.892418 -5.803659 4.415120
S 0.537005 -3.931441 4.008103
C 0.458550 -2.700328 2.746539
Cl 1.745299 -1.559740 2.636433
C -2.025887 -2.211195 -0.111211
S -2.135524 -0.949440 -1.323297
C 0.574254 2.969787 -2.163465
C 1.815605 3.064926 -1.566847
C 2.530735 4.279178 -1.958357
C 1.749819 5.130479 -2.707370
S 0.208052 4.418809 -3.098624
H 0.776026 1.124867 -0.398343
H -2.498468 -4.193810 2.078760
H -2.736231 -3.028417 -0.002336
H 2.260266 2.391720 -0.882550
H 3.507223 4.596108 -1.626261
H 1.999616 6.139964 -3.004847

Cartesian forces (eV/Å) of the 2 atoms listed first:
O -0.665 -0.593 -0.127
C -1.404 -0.835 -0.160



Density functional theory data (ωB97M-V/def2-TZVPD) for one molecule with the formula C10H17N3O4.

Computed properties:
* highest occupied orbital energy: -0.3090 Eh
* HOMO-LUMO gap: 0.3241 Eh
* energy relative to the best compared isomer or geometry (same formula, charge and spin): 274.7 kJ/mol
* E: -23305.1085 eV
* net charge: 0
* LUMO level: 0.4 eV
* SMILES: NC(=O)CC[C@H](NC(=O)[C@@H]1CCCN1)C(=O)O

Cartesian coordinates (Å):
N -3.188086 -3.116596 -0.113729
C -3.155796 -1.753394 0.243113
O -4.044532 -1.078167 0.734963
C -1.898193 -1.048479 -0.185820
C -2.152454 0.621232 -0.329008
C -0.821297 1.247409 -0.491848
N 0.238761 0.637246 0.366162
C 1.080329 -0.335400 -0.037748
O 0.969611 -0.779154 -1.216396
C 2.068392 -0.852753 0.955115
C 3.094884 0.218116 1.050197
C 3.940798 0.291420 -0.228673
C 3.833018 -1.280710 -0.696309
N 2.828934 -1.871564 0.123207
C -0.897939 2.750523 -0.232926
O -1.583025 3.417115 -0.949290
O -0.492578 3.107595 0.945713
H -2.334346 -3.458019 -0.321834
H -4.019848 -3.659810 0.185902
H -1.034565 -1.309620 0.457890
H -1.589592 -1.445147 -1.144014
H -2.846251 0.712546 -1.145668
H -2.520911 0.847186 0.647209
H -0.322030 1.236481 -1.493602
H 0.246901 0.961098 1.352434
H 1.615483 -1.008082 1.949854
H 3.749517 -0.044879 1.860011
H 2.662683 1.243799 1.345392
H 4.945624 0.743509 -0.021780
H 3.371765 0.931285 -0.936149
H 3.463512 -1.360080 -1.743962
H 4.594767 -1.966545 -0.594684
H 2.199514 -2.563239 -0.300121
H -0.685750 4.109017 0.877153

Cartesian forces (eV/Å) of the 2 atoms listed first:
N -4.420 3.157 1.968
C -0.214 0.280 -0.561



Density functional theory data (ωB97M-V/def2-TZVPD) for one molecule with the formula C17H18N4O4S.

Computed properties:
* highest occupied orbital energy: -0.2861 Eh
* HOMO-LUMO gap: 0.2976 Eh
* energy relative to the best compared isomer or geometry (same formula, charge and spin): 280.8 kJ/mol
* E: -42906.8937 eV
* net charge: 0
* LUMO level: 0.3 eV
* SMILES: CCc1nnc(NC(=O)[C@H]2CC(=O)N(c3ccc4c(c3)OCCO4)C2)s1

Cartesian coordinates (Å):
C 7.353194 0.436873 -3.746660
C 6.818391 1.084377 -2.468763
C 5.355024 0.898186 -2.344058
N 4.771744 0.224001 -1.428109
N 3.449638 0.173331 -1.517265
C 2.973841 0.817851 -2.526417
N 1.664732 0.933601 -2.884970
C 0.525782 0.407217 -2.301722
O -0.531472 0.559029 -2.861984
C 0.718554 -0.301741 -0.981205
C 1.012187 0.707472 0.134538
C -0.156725 0.616325 1.104340
O -0.271150 1.317753 2.082450
N -1.002066 -0.361135 0.680643
C -2.200203 -0.757653 1.296365
C -2.955124 -1.802653 0.758653
C -4.122759 -2.211170 1.371350
C -4.579875 -1.589867 2.523711
C -3.849698 -0.518850 3.045081
C -2.667438 -0.119223 2.440662
O -4.267992 0.170554 4.153921
C -5.614168 -0.077707 4.488822
C -5.905759 -1.576782 4.429100
O -5.731169 -2.053164 3.114019
C -0.567508 -1.013221 -0.539793
S 4.220482 1.593451 -3.507639
H 8.428531 0.577531 -3.811633
H 7.141457 -0.629700 -3.747279
H 6.890638 0.884576 -4.623990
H 7.284864 0.635068 -1.591179
H 7.045373 2.153381 -2.479372
H 1.482937 1.442067 -3.743456
H 1.551874 -0.997146 -1.089111
H 1.938600 0.478002 0.659781
H 1.085956 1.734851 -0.223898
H -2.645794 -2.316281 -0.135087
H -4.700885 -3.025989 0.966142
H -2.126649 0.700514 2.879806
H -5.761435 0.315599 5.495699
H -6.278533 0.445832 3.787095
H -6.939686 -1.792247 4.702970
H -5.224884 -2.103209 5.112535
H -1.333866 -0.905782 -1.315700
H -0.386202 -2.076359 -0.354138

Cartesian forces (eV/Å) of the 2 atoms listed first:
C 0.046 0.083 0.155
C 0.251 -0.011 -0.200



Density functional theory data (ωB97M-V/def2-TZVPD) for C21H30FIN6O10P2PdS as an isolated structure.

Computed properties:
* highest occupied orbital energy (alpha / beta): -0.4910 / -0.4910 Eh
* HOMO-LUMO gap (alpha / beta): 0.2476 / 0.2474 Eh
* energy relative to the best compared isomer or geometry (same formula, charge and spin): 14.7 kJ/mol
* E: -95381.3519 eV
* net charge: +2
* LUMO level (alpha / beta): -6.6 / -6.6 eV

Cartesian coordinates (Å):
Pd 2.963521 0.327763 -0.083135
N 5.476998 2.697347 2.072678
C 5.147315 1.309817 2.579940
C 5.961420 1.062527 3.848943
P 3.329874 1.171707 2.938434
O 2.795791 2.620604 2.481920
O 3.018810 0.904294 4.341966
O 2.852014 0.150307 1.885274
P 5.817551 0.239034 1.209937
O 5.664653 -1.240187 1.739686
O 7.187981 0.739060 1.001200
O 4.916312 0.401383 -0.040749
H 5.371737 3.403857 2.801654
H 4.841199 2.955834 1.305622
H 6.449025 2.668468 1.730376
H 5.680774 1.770791 4.630266
H 7.029860 1.133951 3.640681
H 5.736286 0.070710 4.235652
H 2.284946 3.016397 3.201270
H 6.495438 -1.625119 2.050040
C -2.705325 -2.918099 -3.774059
C -2.606467 -1.402379 -3.788110
N -1.685189 -0.898824 -2.749606
C -0.418521 -0.672372 -3.082993
C 0.560547 -0.251243 -2.209842
C 1.922356 -0.074999 -2.803325
O 2.098693 -0.252501 -3.983640
O 2.887249 0.382035 -2.033345
C 0.213156 -0.015732 -0.876612
O 1.000510 0.396897 0.043998
C -1.157727 -0.271824 -0.492673
C -1.554306 -0.098624 0.839445
C -2.835743 -0.369979 1.207965
F -3.195829 -0.144915 2.482150
C -3.795359 -0.863566 0.298173
C -3.395884 -1.034396 -1.016916
C -2.092773 -0.727960 -1.430286
N -5.104726 -1.206887 0.680142
C -5.464874 -1.416163 2.082191
C -6.858486 -2.055559 2.137011
N -7.078895 -2.836319 0.874131
C -7.199401 -1.913411 -0.316522
C -6.236930 -0.740015 -0.105828
H -3.397116 -3.248973 -4.547732
H -3.054335 -3.294322 -2.811988
H -1.733271 -3.366984 -3.977157
H -3.571825 -0.919231 -3.647435
H -2.220271 -1.048675 -4.741495
H -0.136004 -0.839484 -4.115459
H -0.845148 0.260732 1.572841
H -4.099013 -1.455922 -1.719444
H -5.498273 -0.494773 2.667775
H -4.731430 -2.077330 2.540869
H -7.657016 -1.317582 2.181361
H -6.958970 -2.726142 2.986795
H -7.907848 -3.426429 0.951057
H -6.277949 -3.453615 0.730101
H -8.236948 -1.591754 -0.381527
H -6.951221 -2.501964 -1.197329
H -6.744458 0.086915 0.403070
H -5.911696 -0.361690 -1.070370
N 3.763640 2.879428 -2.453680
C 3.639184 3.279476 -1.202781
O 3.386053 2.529631 -0.233947
C 3.924538 4.757842 -1.011878
I 3.361840 5.602479 0.841987
H 3.708521 1.887819 -2.669184
H 4.015894 3.534757 -3.174228
H 3.421745 5.331459 -1.786170
H 4.996713 4.915489 -1.119142
S 1.887315 -3.359440 -1.818217
C 2.496151 -2.362751 -0.766269
N 3.013614 -1.610696 0.016465

Cartesian forces (eV/Å) of the 2 atoms listed first:
Pd -0.098 0.330 0.351
N 0.008 0.025 -0.031